*1*
ORCA calculation (ωB97M-V/def2-TZVPD) on a 11-piece molecular cluster, C5H31NO11 overall.

Properties
**Lowest unoccupied orbital energy**: 0.0061 Ha
**Frontier orbital gap**: 0.38361 Eh
**SMILES string**: CCCCC(N)=O.O.O.O.O.O.O.O.O.O.O
**HOMO level**: -10.273 eV

Last column: natural (NBO) charge in e.
Atoms and positions in Å:
C  -1.926  2.765  -0.681  -0.622
C  -1.708  1.607  0.322  -0.411
C  -0.324  0.888  0.075  -0.396
C  -0.104  -0.351  0.841  -0.539
C  0.949  -1.434  0.619  0.716
N  2.270  -1.199  0.956  -0.780
O  0.681  -2.603  0.217  -0.705
H  -2.369  2.454  -1.698  0.228
H  -0.767  3.176  -0.826  0.178
H  -2.694  3.595  -0.496  0.226
H  -1.916  1.788  1.337  0.206
H  -2.451  0.863  0.137  0.218
H  -0.223  0.652  -1.002  0.200
H  0.381  1.773  0.265  0.201
H  0.213  -0.120  1.857  0.221
H  -1.044  -0.977  0.867  0.278
H  2.971  -1.820  0.765  0.391
H  2.556  -0.434  1.374  0.392
H  -0.152  -2.514  -1.794  0.507
H  -1.062  -3.217  -2.854  0.498
O  -0.554  -2.436  -2.697  -1.005
H  -0.111  -0.540  -2.880  0.490
H  0.005  -0.697  -4.307  0.497
O  -0.252  -0.019  -3.662  -0.949
H  -2.180  -0.802  3.034  0.491
H  -2.365  -2.196  2.446  0.477
O  -2.477  -1.232  2.241  -0.951
H  2.350  2.373  0.405  0.524
H  2.629  2.999  1.751  0.463
O  2.202  2.315  1.430  -0.988
H  -2.703  -2.727  -0.270  0.489
H  -1.072  -2.851  -0.029  0.504
O  -1.853  -3.029  -0.512  -1.006
H  3.001  3.419  -1.810  0.493
H  1.722  2.567  -1.228  0.525
O  2.596  2.975  -1.179  -0.999
H  -2.094  -0.971  -2.823  0.474
H  -2.382  -1.390  -1.530  0.465
O  -2.817  -0.889  -2.238  -0.958
H  0.794  -1.266  4.595  0.467
H  0.628  -0.036  3.639  0.492
O  0.010  -0.609  4.213  -0.988
H  2.782  1.024  4.166  0.488
H  2.031  1.409  2.819  0.502
O  2.213  0.644  3.353  -0.986
H  0.411  2.895  -2.983  0.469
H  0.381  1.376  -3.138  0.499
O  0.940  2.099  -2.857  -0.984

*2*
ORCA calculation (ωB97M-V/def2-TZVPD) on a 12-piece molecular cluster, C5H31NO11 overall.

Properties
**Lowest unoccupied orbital energy**: 0.0057 Ha
**Frontier orbital gap**: 0.28862 Eh
**SMILES string**: C=C/C=C/NC.O.O.O.O.O.O.O.O.O.O.O
**HOMO level**: -7.699 eV

Last column: natural (NBO) charge in e.
Atoms and positions in Å:
C  0.582  2.972  -1.476  -0.416
N  0.515  1.898  -0.546  -0.615
C  -0.634  1.861  0.294  0.048
C  -1.047  0.598  0.691  -0.341
C  -1.994  0.360  1.755  -0.183
C  -1.682  -0.689  2.595  -0.507
H  0.534  3.896  -1.060  0.191
H  1.474  2.906  -2.144  0.196
H  -0.128  2.986  -2.288  0.197
H  0.709  1.080  -1.091  0.386
H  -1.119  2.694  0.615  0.197
H  -0.591  -0.363  0.379  0.200
H  -2.873  0.937  1.875  0.205
H  -2.295  -0.904  3.525  0.206
H  -0.644  -1.144  2.643  0.229
H  1.326  -1.646  3.403  0.492
H  2.371  -1.799  2.311  0.483
O  1.502  -1.964  2.521  -0.980
H  -3.462  -0.949  -1.356  0.507
H  -4.328  0.265  -1.157  0.472
O  -3.817  -0.188  -1.906  -0.978
H  1.517  3.502  2.275  0.474
H  2.271  2.324  1.456  0.482
O  2.254  3.296  1.670  -0.954
H  3.221  -1.176  -1.435  0.476
H  1.788  -0.860  -1.377  0.506
O  2.477  -1.227  -0.812  -1.002
H  -2.238  0.769  -2.066  0.515
H  -2.033  1.330  -3.525  0.478
O  -1.611  1.272  -2.677  -0.999
H  4.345  -0.290  1.407  0.468
H  2.926  -0.364  0.881  0.510
O  3.496  -0.267  1.685  -0.986
H  -2.475  -1.913  0.871  0.516
H  -1.678  -2.079  -0.376  0.467
O  -2.530  -1.785  -0.160  -0.974
H  -1.247  -2.319  -1.895  0.479
H  -2.150  -2.341  -3.198  0.490
O  -1.259  -2.143  -2.824  -0.968
H  -0.102  -0.170  -2.640  0.539
H  0.829  -1.529  -2.912  0.504
O  0.921  -0.462  -2.782  -1.020
H  2.193  0.462  3.703  0.474
H  1.144  0.841  2.766  0.471
O  1.249  0.475  3.712  -0.942
H  1.356  -2.994  -0.990  0.515
H  0.556  -2.412  0.249  0.489
O  0.382  -2.744  -0.588  -1.001

Which is the most stable structure? *1* is the most stable.

*1*
ORCA calculation (ωB97M-V/def2-TZVPD) on a 4-piece molecular cluster, C2H14N2O3 overall.

Properties
**Lowest unoccupied orbital energy**: 0.0225 Ha
**Frontier orbital gap**: 0.37755 Eh
**SMILES string**: NCCN.O.O.O
**HOMO level**: -9.660 eV

Last column: natural (NBO) charge in e.
Atoms and positions in Å:
N  -1.064  1.080  0.957  -0.876
C  -0.342  1.561  -0.268  -0.252
C  0.906  0.725  -0.538  -0.246
N  1.079  0.189  -1.890  -0.875
H  -1.966  0.693  0.731  0.369
H  -1.089  1.803  1.668  0.383
H  -0.088  2.586  -0.028  0.199
H  -1.050  1.623  -1.093  0.193
H  1.798  1.271  -0.278  0.186
H  0.886  -0.113  0.167  0.185
H  0.413  0.494  -2.581  0.365
H  1.992  0.331  -2.284  0.371
H  -0.622  -1.839  -2.482  0.472
H  -0.858  -1.054  -1.315  0.465
O  -1.381  -1.619  -1.906  -0.940
H  -0.954  -4.435  0.066  0.469
H  0.109  -3.618  0.673  0.464
O  -0.166  -4.545  0.618  -0.933
H  1.035  1.504  2.488  0.479
H  0.582  1.385  4.012  0.481
O  0.778  1.976  3.282  -0.959

*2*
ORCA calculation (ωB97M-V/def2-TZVPD) on a 4-piece molecular cluster, C2H14N2O3 overall.

Properties
**Lowest unoccupied orbital energy**: 0.0276 Ha
**Frontier orbital gap**: 0.37927 Eh
**SMILES string**: CNCN.O.O.O
**HOMO level**: -9.569 eV

Last column: natural (NBO) charge in e.
Atoms and positions in Å:
C  1.307  -0.711  2.159  -0.424
N  1.042  -0.926  0.706  -0.644
C  1.633  0.177  -0.071  -0.050
N  1.402  -0.190  -1.487  -0.838
H  0.939  -1.616  2.656  0.200
H  2.383  -0.777  2.333  0.187
H  0.775  0.151  2.541  0.209
H  1.543  -1.764  0.422  0.371
H  2.707  0.341  0.041  0.163
H  1.090  1.086  0.209  0.168
H  0.402  -0.341  -1.595  0.364
H  1.564  0.626  -2.071  0.367
H  -0.495  -1.439  0.282  0.497
H  -1.919  -1.401  0.791  0.462
O  -1.450  -1.528  -0.046  -0.996
H  -1.711  1.763  -1.440  0.496
H  -1.187  3.184  -1.483  0.459
O  -1.065  2.329  -1.906  -0.980
H  -3.662  0.600  -1.006  0.472
H  -2.470  -0.238  -0.512  0.503
O  -2.831  0.675  -0.523  -0.985

*3*
ORCA calculation (ωB97M-V/def2-TZVPD) on a 4-piece molecular cluster, C2H14N2O3 overall.

Properties
**Lowest unoccupied orbital energy**: 0.0235 Ha
**Frontier orbital gap**: 0.33813 Eh
**SMILES string**: NCCN.O.O.O
**HOMO level**: -8.562 eV

Last column: natural (NBO) charge in e.
Atoms and positions in Å:
N  -1.186  1.334  -1.208  -0.882
C  -1.291  0.072  -0.470  -0.227
C  0.026  -0.699  -0.362  -0.230
N  0.187  -1.451  0.874  -0.861
H  -1.716  2.079  -0.775  0.382
H  -1.230  1.313  -2.205  0.376
H  -1.959  -0.595  -1.026  0.177
H  -1.691  0.334  0.505  0.198
H  0.336  -1.313  -1.208  0.179
H  0.792  0.106  -0.332  0.163
H  0.939  -2.107  0.916  0.389
H  -0.082  -0.922  1.669  0.368
H  -0.612  -3.135  -1.001  0.469
H  -0.662  -4.641  -1.323  0.465
O  -0.469  -4.014  -0.634  -0.935
H  0.658  1.618  2.608  0.462
H  1.504  2.105  1.376  0.496
O  1.501  1.536  2.149  -0.964
H  1.143  3.280  -1.204  0.472
H  0.514  2.188  -0.502  0.489
O  1.063  2.980  -0.300  -0.984

Which is the most stable structure? *2* is the most stable.